(1)
The following is a DFT calculation (ωB97M-V/def2-TZVPD) of a cluster of 11 separate species, C6H33NO10 in total.

Output
**Kohn-Sham gap**: 8.1 eV
**Highest occupied orbital energy**: -0.3040 Ha

Atoms and positions in Å:
O: 3.5016 3.8909 -0.5153
O: 4.1505 0.3590 2.0944
O: -4.1068 -2.8219 -0.0874
O: 1.1043 2.6671 -0.9581
O: -1.3969 2.3542 -1.9649
O: -1.0133 3.6366 1.8193
O: -3.6292 -0.4278 -1.7637
O: 0.9934 0.8171 -3.0914
O: 1.6590 2.9751 2.6776
O: -1.9590 -3.3382 1.4313
N: -1.3054 0.9425 2.7319
C: -0.3862 0.3373 1.8928
C: 0.5918 -1.3193 0.3547
C: -0.5686 -0.6460 1.0088
C: 0.2030 -1.6585 -1.1374
C: 1.1464 -2.6238 -1.9655
C: 1.6682 -3.7852 -1.1057
H: 3.7976 0.7921 1.3184
H: -1.5098 -2.6606 1.9419
H: -2.2468 1.9224 -1.8088
H: 3.5326 -0.2618 2.5006
H: 3.0477 3.5396 -1.2722
H: -1.4569 3.3096 -1.8759
H: -1.5605 4.4085 1.6435
H: 1.6331 -3.5686 -0.0148
H: 1.4604 2.7137 -1.8576
H: 0.5611 0.8333 -3.9543
H: 3.0679 3.5535 0.2697
H: -3.5508 -0.8293 -0.8837
H: -0.8365 -2.0010 -1.1386
H: 0.8650 -2.2238 0.8736
H: -3.2612 -1.1869 -2.2398
H: -1.4256 2.8234 1.4776
H: -2.2899 0.8542 2.4998
H: 0.1447 2.6344 -1.0869
H: -3.4010 -3.4797 -0.1104
H: 1.4506 -0.6451 0.2598
H: 1.0815 -4.6796 -1.2134
H: 2.6482 -4.1345 -1.4628
H: -3.9693 -2.5463 0.8278
H: 0.3508 1.3491 -2.5523
H: -1.1023 1.4555 3.5594
H: -1.9556 -4.2588 1.6884
H: 2.0640 -1.9810 -2.1963
H: 1.0625 3.3990 3.2991
H: 0.1819 -0.6923 -1.6326
H: 1.3881 3.1504 1.7711
H: 0.5177 0.9534 1.9542
H: -1.6022 -1.0085 0.8916
H: 0.6598 -2.8932 -2.8979

---

(2)
The following is a DFT calculation (ωB97M-V/def2-TZVPD) of a structure of composition C42H105F2N8O18S2Sn.

Output
**Charge**: +1
**Kohn-Sham gap**: 3.2 eV
**Highest occupied orbital energy**: -0.3387 Ha

Atoms and positions in Å:
Sn: 3.2088 4.0766 -0.8038
S: 1.9667 0.5663 0.5090
S: 0.1159 1.1258 -0.7622
F: 3.1770 1.3703 1.0590
F: -0.0930 1.8511 -2.2312
O: 2.7617 -0.5561 -0.0600
O: 0.6384 -6.8887 2.8495
O: -9.9763 -4.4658 0.4265
O: 1.1254 0.3295 1.6961
O: 0.7761 6.3630 -1.2565
O: -2.3949 -3.9391 5.6253
O: -3.4390 -3.0785 -0.0326
O: 4.6224 3.1061 3.4117
O: -3.6773 0.6182 -2.3478
O: 3.1075 -0.1153 -4.2365
O: 1.2138 5.1938 1.4716
O: 2.8895 -3.7794 -2.7116
O: -6.1891 0.0513 -7.9112
O: -1.0254 1.7754 -0.0809
O: 2.9931 4.2780 -3.7204
O: 0.0762 -0.2435 -1.3133
O: -4.5412 -0.2899 3.2082
O: 10.7649 0.6950 4.5916
N: 1.7654 -3.8603 0.9119
N: -4.0350 -0.8699 -4.9270
N: 5.1365 2.2059 -2.8709
N: -7.0614 -2.5994 -0.4218
N: 7.8200 1.4949 4.0463
N: 3.2370 7.0396 0.2353
N: 1.4871 1.7165 -0.5054
N: -2.5243 -2.2481 3.2633
C: -4.6202 -2.6680 -0.7675
C: -5.7722 -3.1940 0.0057
C: 3.1856 6.9957 1.7070
C: 5.7891 2.7091 4.0339
C: -8.1686 -2.7970 0.5538
C: 3.3658 2.9893 4.1713
C: 9.6647 -0.2217 4.5017
C: -8.6100 -4.2956 0.8534
C: 2.4542 8.0125 -0.5082
C: -2.2851 -0.8901 2.7321
C: 3.0949 -1.1410 -5.2845
C: 2.0799 -4.3546 -0.4423
C: 2.5409 -3.2480 -1.4157
C: 2.0111 5.1844 -4.1454
C: -2.2137 -2.5960 -0.6628
C: 4.4372 0.9538 -2.4752
C: -1.3176 -2.6496 3.9901
C: -3.5114 -0.0991 2.2499
C: -0.6107 5.9595 -1.3669
C: -2.8780 -0.2353 -4.4100
C: -5.5964 -0.6703 -6.8175
C: 11.6948 0.1492 5.5173
C: 4.8763 2.7473 -4.1864
C: -0.5392 -7.5866 3.2152
C: -0.0864 4.6965 1.7996
C: 0.8839 7.6665 -0.5199
C: -4.7659 0.0706 -5.7359
C: 8.5119 0.3141 3.5256
C: -5.8147 0.0001 2.7470
C: 3.3724 3.1200 -4.4847
C: -1.4013 -4.0749 4.5715
C: 1.8794 -4.3698 -3.5004
C: -7.4383 0.4087 -7.4754
C: -2.5183 -5.1055 6.3954
C: 4.3145 -0.2428 -3.5548
C: 1.7933 6.3171 2.2577
C: 0.4034 -5.8865 1.8242
C: -4.0478 1.5981 -1.3269
C: 6.6053 1.5935 3.2918
C: -11.0143 -4.2328 1.4368
C: 1.7371 -5.0360 1.8568
C: -3.1020 1.0725 -3.5323
H: -3.7903 -0.4886 1.2708
H: -0.6992 4.9386 -1.7385
H: -6.3049 -1.4270 -6.4806
H: -0.8515 5.4722 1.7711
H: -1.2897 -2.7308 -0.1005
H: 12.5061 0.8189 5.8026
H: 3.4710 2.9816 5.2562
H: 2.4705 -3.1728 1.1361
H: 0.9862 6.9942 2.5375
H: -6.6228 0.3150 3.4072
H: -0.4788 3.9508 1.1081
H: -6.2570 -0.8818 2.2836
H: 6.8906 2.0379 2.3383
H: -4.0735 0.6913 -6.3047
H: 11.1591 -0.1226 6.4268
H: 12.1793 -0.6464 4.9511
H: -5.7698 0.5139 1.7867
H: 2.8912 -5.0825 -0.4549
H: -1.0229 -7.9909 2.3260
H: 2.7569 8.1045 -1.5513
H: -2.1543 1.5873 -3.3749
H: -8.0559 -2.2389 1.4833
H: -5.8416 -4.2809 0.0496
H: 2.2945 -4.7836 -4.4194
H: -7.3127 -2.7028 -1.3946
H: -11.8839 -3.8064 0.9368
H: 5.3978 2.1688 -4.9490
H: 2.6434 2.3321 -4.2954
H: 3.6998 -0.8935 -6.1569
H: -7.3804 1.2013 -6.7293
H: -10.8119 -3.3889 2.0965
H: 2.0192 5.9988 3.2754
H: -0.0889 4.1396 2.7366
H: 3.3642 -2.6130 -1.0884
H: -1.5223 -0.8582 1.9541
H: -4.5092 2.4239 -1.8684
H: -7.9663 -4.9734 0.2928
H: 5.0360 0.5713 -1.6487
H: 2.8246 2.0872 3.8858
H: -4.8931 1.2991 -0.7072
H: 6.3967 3.5841 4.2646
H: -2.3096 -0.9170 -3.7773
H: 3.3237 -2.1708 -5.0103
H: 0.3527 8.4944 -0.9895
H: 7.8717 -0.5480 3.3388
H: -1.1448 -1.9485 4.8066
H: 0.2985 -6.2955 0.8194
H: 2.1944 6.1084 -3.5970
H: -2.2332 0.0965 -5.2238
H: -8.1740 -0.3430 -7.1893
H: 3.4376 1.1839 -2.1064
H: -2.0217 -5.9414 5.9028
H: 0.4614 7.7048 0.4842
H: -4.5514 -0.9463 -4.0623
H: -2.1394 -1.5121 -0.7510
H: -5.5777 0.6204 -5.2597
H: -8.9793 -2.3788 -0.0428
H: 1.1405 -4.7361 -0.8424
H: -2.7419 -2.9247 2.5457
H: -4.8267 -1.6008 -0.8482
H: 3.2362 3.2789 -5.5544
H: 2.0455 -1.0785 -5.5726
H: -3.3634 0.9763 2.1514
H: 1.7923 -2.4616 -1.5118
H: -0.4675 -2.6391 3.3081
H: -3.2066 2.1798 -0.9500
H: -3.6924 1.7679 -4.1289
H: 2.3555 5.4565 -5.1431
H: 3.9803 6.3897 2.1420
H: 1.7092 -4.7149 2.8981
H: 10.0333 -1.1551 4.0762
H: 8.4867 2.2461 3.9405
H: 2.5868 8.9736 -0.0114
H: -7.8513 0.9875 -8.3016
H: 0.9571 4.9067 -4.1436
H: 5.5722 2.3215 5.0293
H: 5.2704 3.7620 -4.2423
H: 2.7771 3.8857 3.9767
H: -0.4887 -4.3163 5.1165
H: 6.0587 1.8498 -3.0778
H: -0.3385 -5.1048 1.9877
H: 9.2131 -0.3647 5.4834
H: 4.1254 6.6723 -0.0743
H: 8.8426 0.6514 2.5433
H: -4.5415 -3.1448 -1.7446
H: -5.4997 -2.8801 1.0133
H: -11.3326 -5.1561 1.9209
H: -0.9398 6.0065 -0.3288
H: -0.3353 -8.4180 3.8900
H: -4.8397 -1.3131 -7.2672
H: -2.0217 -3.0684 -1.6262
H: -8.4760 -4.5847 1.8958
H: -3.5958 -5.2679 6.4211
H: -1.5724 -4.8289 3.8032
H: 5.1756 -0.3388 -4.2161
H: 1.3213 -5.1218 -2.9427
H: 3.1777 8.0117 2.1017
H: 4.4214 -1.1263 -2.9254
H: -1.3427 -7.0144 3.6788
H: -1.1523 6.5208 -2.1283
H: 6.1126 0.6218 3.3232
H: 2.6625 -5.6118 1.8426
H: -1.8835 -0.3759 3.6053
H: -2.1520 -4.7019 7.3393
H: 1.0823 -3.6410 -3.6479

---

(3)
The following is a DFT calculation (ωB97M-V/def2-TZVPD) of a cluster of 8 separate species, C40H45IN7O2P2 in total.

Output
**Charge**: +1
**Kohn-Sham gap**: 6.4 eV
**Highest occupied orbital energy**: -0.3892 Ha

Atoms and positions in Å:
I: 2.8381 2.5860 -3.3652
P: 2.8952 2.4765 0.4958
P: 2.5113 4.6523 0.4128
O: 0.8342 4.9838 0.6023
O: 2.9141 5.3020 -1.0851
N: -7.4092 -1.3799 1.2817
N: 5.6982 7.0687 -3.8023
N: -4.3436 -3.2946 9.7797
N: -3.3500 -1.9215 -2.3065
N: -0.9509 -3.4142 -8.0995
N: -4.6593 0.8309 5.2615
N: 5.7367 -2.0803 -1.4714
C: 7.5872 -1.4163 -0.0870
C: 5.6884 2.0457 -0.6316
C: 1.0691 -3.2199 -10.0129
C: -3.5895 -3.8895 11.9843
C: -3.8239 -1.6328 -3.5267
C: 7.9241 -3.0100 -1.8363
C: -1.5813 -3.1571 -3.3690
C: -4.2380 1.1615 6.4898
C: 6.3803 8.1816 -4.1018
C: 1.7588 1.4306 -0.6156
C: -5.1765 0.2904 1.2276
C: -6.1263 0.4208 2.2285
C: -4.7591 -0.4772 4.9882
C: -3.9067 0.2364 7.4669
C: 8.4356 -2.2582 -0.7903
C: -3.7026 -5.2364 11.6765
C: -4.1385 -5.6052 10.4135
C: 6.5764 -2.8843 -2.1361
C: -3.2386 -2.0688 -4.7049
C: -2.0938 -2.8455 -4.6197
C: -0.9135 -4.2245 -9.1656
C: -4.4424 -4.6027 9.5067
C: 5.1249 7.0185 -2.5927
C: -4.0201 -1.1114 7.1595
C: -3.9217 -2.9646 11.0077
C: -6.4778 -1.4845 0.3245
C: -4.4557 -1.4801 5.8958
C: 0.0535 1.5115 -2.6462
C: 0.0682 -4.1698 -10.1420
C: 0.0287 -2.5062 -7.9968
C: 4.6734 2.1992 0.0420
C: 5.9150 9.1809 -1.9935
C: 5.2010 8.0399 -1.6594
C: 6.5193 9.2573 -3.2383
C: 1.2421 2.2800 -1.8829
C: -5.3503 -0.6812 0.2534
C: 6.2547 -1.3660 -0.4638
C: 1.0528 -2.3676 -8.9196
C: -7.2169 -0.4349 2.2118
C: -2.2438 -2.6752 -2.2512
H: -3.8531 -1.8991 11.2021
H: -5.0997 -0.7152 3.9884
H: 6.5430 2.0081 -1.3678
H: 0.8195 1.1200 -0.0600
H: -4.5575 -2.5222 5.6207
H: -3.4536 -5.9911 12.4139
H: 6.8323 8.1957 -5.0880
H: -1.6060 -3.2050 -5.5199
H: -6.6604 -2.2564 -0.4162
H: 0.5301 4.2476 1.1890
H: -4.1691 2.2272 6.6839
H: -7.9856 -0.3742 2.9755
H: 1.8178 -1.6134 -8.7863
H: 0.3728 0.4567 -2.9355
H: 4.5820 6.1059 -2.3776
H: -3.2520 -3.5647 12.9601
H: 4.7153 7.9453 -0.6961
H: -3.5696 0.5614 8.4430
H: 2.3279 0.5517 -1.0549
H: -6.0228 1.1691 3.0046
H: 0.7980 3.2832 -1.5663
H: 2.7378 2.0935 1.8701
H: -1.8841 -2.8950 -1.2507
H: -0.9100 1.5171 -2.0386
H: 5.5508 -0.7255 0.0573
H: 7.0852 10.1316 -3.5330
H: 5.9994 10.0018 -1.2904
H: 1.8543 -3.1445 -10.7565
H: -0.1177 2.0573 -3.6335
H: -3.6671 -1.8072 -5.6639
H: -4.7845 -4.8415 8.5049
H: -4.6278 -0.8122 -0.5433
H: 7.9516 -0.8133 0.7353
H: -4.3083 0.9402 1.2066
H: 9.4846 -2.3272 -0.5257
H: 6.1304 -3.4490 -2.9481
H: 2.1035 5.6866 -1.4934
H: -4.7194 -1.0198 -3.5418
H: 0.0495 -4.8525 -10.9817
H: -1.7194 -4.9484 -9.2246
H: -0.0249 -1.8647 -7.1224
H: 8.5563 -3.6779 -2.4069
H: -0.6888 -3.7609 -3.2644
H: -3.7723 -1.8658 7.8973
H: -4.2398 -6.6471 10.1383

---

(4)
The following is a DFT calculation (ωB97M-V/def2-TZVPD) of a cluster of 10 separate species, C37H61NO27 in total.

Output
**Kohn-Sham gap**: 9.8 eV
**Highest occupied orbital energy**: -0.3583 Ha

Atoms and positions in Å:
O: 14.1303 7.6363 13.9739
O: 16.0316 3.8887 14.2661
O: 19.5992 2.2425 9.1145
O: 14.8382 2.5390 15.6673
O: 11.4941 4.9315 6.9605
O: 18.9199 1.1058 7.4014
O: 12.5067 8.1861 6.0456
O: 17.9716 9.1551 7.9367
O: 16.9507 7.0193 5.2856
O: 13.4126 9.2402 7.6492
O: 17.6451 4.9547 5.8301
O: 16.2755 0.9042 10.1895
O: 18.5655 7.0857 8.5625
O: 14.3590 6.1683 12.0002
O: 19.0929 6.4862 5.8016
O: 11.2347 9.1302 7.6265
O: 13.2475 5.7484 8.3918
O: 13.5888 4.2254 6.5327
O: 16.6484 3.1075 9.7668
O: 13.2652 8.2129 12.0341
O: 15.2888 1.8105 13.4385
O: 11.5106 1.8154 8.5345
O: 13.3386 2.7753 9.4434
O: 20.0547 -0.0548 8.8545
O: 16.6654 7.8697 9.3058
O: 11.4825 2.7137 10.5717
O: 17.8028 1.9028 11.3915
N: 13.6302 14.1044 9.8407
C: 12.0760 2.4072 9.4701
C: 10.5226 5.6215 7.7187
C: 15.6209 10.5246 11.1129
C: 12.3465 8.8691 7.1684
C: 15.3989 2.7338 14.4704
C: 13.8836 8.1229 5.6438
C: 17.7534 0.6442 11.9128
C: 13.6368 11.5243 10.0162
C: 12.9671 8.0901 10.6352
C: 16.8811 2.0690 10.3942
C: 17.8563 6.2397 5.6240
C: 14.4606 8.6215 6.9356
C: 18.8732 4.2736 6.0847
C: 13.6658 3.2954 10.6754
C: 14.9307 6.8271 14.7963
C: 12.7440 4.9909 7.2663
C: 14.3297 1.2732 15.8964
C: 17.7644 8.1379 8.5412
C: 16.7772 4.0646 13.1110
C: 12.1852 3.2651 12.8688
C: 17.1225 -1.3336 10.4873
C: 18.9043 5.3819 10.1563
C: 19.0835 3.4053 4.8428
C: 13.9100 7.3364 12.7344
C: 13.6349 12.9777 9.9339
C: 19.7608 -1.0017 7.8708
C: 18.9966 -0.1802 6.8322
C: 16.6487 6.6035 9.7797
C: 16.5824 -0.0596 11.1901
C: 14.1188 8.9623 4.3595
C: 17.9321 6.0144 9.1932
C: 19.5137 1.1465 8.5335
C: 19.8321 -0.2205 5.5329
C: 12.3074 3.5013 11.3390
C: 14.9991 10.8817 9.8193
C: 15.0040 4.1931 6.9034
C: 19.8662 5.3849 6.1933
H: 19.3867 0.4160 4.8199
H: 14.6054 5.8145 14.6351
H: 20.8015 0.1831 5.6446
H: 17.3647 -2.1099 11.1548
H: 17.9051 -1.1123 9.8279
H: 17.6352 5.3432 8.3806
H: 15.0024 0.6534 16.4779
H: 18.6023 4.4386 10.5454
H: 15.6430 11.4503 11.7720
H: 19.8224 5.1385 9.6743
H: 12.9228 11.2993 9.2286
H: 17.0170 5.1149 13.0102
H: 15.6633 11.5204 9.2935
H: 10.6300 5.4342 8.7739
H: 17.5860 0.5777 13.0152
H: 16.3903 -1.7817 9.9042
H: 12.7696 4.0217 13.4181
H: 15.8506 -0.2968 11.9510
H: 14.2152 4.1479 10.6101
H: 15.1513 8.8956 4.0305
H: 13.1831 11.1980 10.9329
H: 20.0161 2.8821 4.9468
H: 18.7867 0.2440 11.7143
H: 16.5716 6.6030 10.8655
H: 16.1268 3.7957 12.2127
H: 19.2524 4.0077 3.9083
H: 19.1584 -1.7744 8.3608
H: 13.8935 10.0030 4.6049
H: 15.1667 9.6746 11.5942
H: 20.7045 5.3338 5.4852
H: 14.9770 3.8589 7.9025
H: 16.6313 10.0826 11.0500
H: 20.6277 -1.5001 7.4130
H: 15.6069 3.5036 6.3110
H: 14.9302 9.9608 9.2769
H: 14.2479 7.0947 5.4627
H: 20.1292 5.5332 7.2742
H: 10.6220 6.6268 7.6112
H: 15.4326 5.1406 6.9155
H: 18.7666 3.7002 7.0211
H: 14.8928 7.1095 15.8468
H: 17.6855 3.4804 13.1360
H: 12.5880 8.9671 10.2134
H: 13.7756 0.7517 15.1495
H: 19.1734 6.0953 10.9441
H: 15.1529 9.4194 6.8935
H: 12.1793 7.4229 10.4284
H: 9.5027 5.3382 7.4399
H: 16.0215 6.9791 14.5839
H: 12.4865 2.3274 13.2503
H: 19.8798 -1.2350 5.0767
H: 17.9824 -0.5901 6.5851
H: 13.9353 7.8362 10.1124
H: 13.4487 8.6508 3.5668
H: 15.7526 6.0598 9.5030
H: 12.1891 4.5631 11.2014
H: 14.3243 2.5527 11.1949
H: 18.1992 2.8069 4.6841
H: 13.5775 1.4397 16.6865
H: 11.1084 3.4130 13.1873
H: 14.9596 7.7754 7.4715

---

Molecular weight, respectively: 279.33, 1231.18, 844.70, 951.88 g/mol.